Here is a 23-piece molecular cluster, C100H119BF13O17S9 overall in a non-equilibrium geometry from the Open Molecules 2025 dataset. Energies are from ωB97M-V/def2-TZVPD.

CARTESIAN COORDINATES (ANGSTROEM)
1 O 3.28 0.29 1.87
2 C 2.43 -0.04 1.12
3 O 1.13 0.19 1.30
4 B 0.32 -0.29 0.18
5 O 1.32 -0.82 -0.77
6 C 2.59 -0.79 -0.25
7 O 3.56 -1.30 -0.71
8 O -0.56 0.72 -0.48
9 C -1.82 0.35 -0.33
10 O -2.81 0.86 -0.79
11 C -1.89 -1.02 0.40
12 O -0.61 -1.43 0.57
13 O -2.91 -1.53 0.72
14 F 5.20 3.49 -0.09
15 C 6.45 3.32 0.40
16 C 6.69 2.27 1.29
17 C 8.00 1.94 1.62
18 C 9.03 2.83 1.15
19 C 8.77 3.98 0.43
20 C 7.43 4.25 0.11
21 H 5.87 1.60 1.59
22 H 8.23 1.08 2.19
23 H 10.11 2.68 1.24
24 H 9.58 4.63 0.20
25 H 7.10 5.03 -0.54
26 F 5.34 -5.01 -4.42
27 C 4.06 -4.45 -4.58
28 C 3.57 -3.89 -3.43
29 C 2.35 -3.22 -3.48
30 C 1.67 -3.12 -4.67
31 C 2.18 -3.79 -5.77
32 C 3.42 -4.40 -5.79
33 H 4.21 -3.81 -2.57
34 H 1.90 -2.91 -2.60
35 H 0.71 -2.61 -4.67
36 H 1.67 -3.60 -6.71
37 H 3.89 -4.69 -6.69
38 F -5.21 -5.06 2.88
39 C -4.16 -5.20 3.74
40 C -3.87 -4.31 4.76
41 C -2.76 -4.60 5.57
42 C -2.05 -5.79 5.43
43 C -2.42 -6.64 4.39
44 C -3.44 -6.39 3.53
45 H -4.54 -3.48 4.90
46 H -2.50 -3.87 6.37
47 H -1.30 -6.14 6.10
48 H -1.76 -7.54 4.09
49 H -3.67 -7.06 2.71
50 F -5.51 -4.29 -1.78
51 C -5.02 -5.53 -2.02
52 C -5.28 -6.55 -1.17
53 C -4.73 -7.77 -1.45
54 C -3.81 -7.93 -2.43
55 C -3.45 -6.85 -3.20
56 C -4.11 -5.62 -3.04
57 H -6.01 -6.50 -0.35
58 H -5.04 -8.60 -0.82
59 H -3.15 -8.81 -2.64
60 H -2.63 -6.87 -3.94
61 H -3.91 -4.73 -3.62
62 F -0.03 5.35 -4.63
63 C 0.81 4.79 -3.77
64 C 2.14 5.01 -4.08
65 C 3.09 4.40 -3.36
66 C 2.67 3.54 -2.34
67 C 1.37 3.43 -2.00
68 C 0.35 4.01 -2.70
69 H 2.37 5.70 -4.84
70 H 4.08 4.52 -3.52
71 H 3.41 3.06 -1.71
72 H 1.14 2.78 -1.20
73 H -0.70 3.84 -2.52
74 F -4.71 1.34 -7.11
75 C -3.38 1.50 -7.31
76 C -2.51 0.43 -7.52
77 C -1.19 0.75 -7.73
78 C -0.66 2.04 -7.57
79 C -1.56 3.07 -7.30
80 C -2.93 2.79 -7.19
81 H -2.94 -0.55 -7.63
82 H -0.46 -0.07 -7.88
83 H 0.40 2.30 -7.59
84 H -1.21 4.05 -7.06
85 H -3.67 3.42 -6.79
86 F -0.49 -6.99 1.19
87 C -0.13 -6.69 -0.10
88 C -0.59 -5.50 -0.71
89 C -0.23 -5.31 -2.03
90 C 0.52 -6.19 -2.73
91 C 0.98 -7.32 -2.11
92 C 0.65 -7.59 -0.80
93 H -1.09 -4.75 -0.16
94 H -0.59 -4.39 -2.45
95 H 0.68 -6.05 -3.78
96 H 1.51 -8.11 -2.69
97 H 1.04 -8.39 -0.26
98 F 5.55 8.63 4.75
99 C 5.48 7.31 4.71
100 C 4.91 6.85 3.50
101 C 4.99 5.47 3.27
102 C 5.52 4.66 4.26
103 C 6.05 5.20 5.44
104 C 6.05 6.53 5.71
105 H 4.46 7.55 2.80
106 H 4.68 4.92 2.39
107 H 5.53 3.62 4.11
108 H 6.58 4.50 6.14
109 H 6.54 7.01 6.54
110 F -7.16 2.26 -0.87
111 C -7.34 0.89 -0.53
112 C -8.63 0.35 -0.43
113 C -8.75 -1.02 -0.19
114 C -7.62 -1.84 0.01
115 C -6.36 -1.27 -0.20
116 C -6.20 0.13 -0.41
117 H -9.51 1.01 -0.56
118 H -9.73 -1.47 -0.01
119 H -7.74 -2.86 0.24
120 H -5.53 -1.92 -0.11
121 H -5.17 0.50 -0.58
122 F 7.13 2.28 -6.10
123 C 7.54 1.62 -4.97
124 C 7.58 2.32 -3.80
125 C 7.95 1.65 -2.63
126 C 8.32 0.33 -2.74
127 C 8.36 -0.39 -3.95
128 C 7.94 0.28 -5.14
129 H 7.16 3.37 -3.73
130 H 7.82 2.00 -1.65
131 H 8.72 -0.21 -1.86
132 H 8.80 -1.34 -4.01
133 H 7.78 -0.09 -6.12
134 F 1.24 6.96 3.98
135 C 1.38 5.87 3.23
136 C 1.47 4.64 3.82
137 C 1.46 3.50 3.00
138 C 1.61 3.69 1.63
139 C 1.58 4.98 1.03
140 C 1.46 6.05 1.88
141 H 1.40 4.68 4.94
142 H 1.49 2.48 3.36
143 H 1.74 2.82 0.99
144 H 1.67 5.20 -0.04
145 H 1.39 7.05 1.47
146 F -6.27 4.39 2.59
147 C -4.97 4.44 2.32
148 C -4.19 5.37 3.01
149 C -2.81 5.25 2.84
150 C -2.29 4.33 1.96
151 C -3.13 3.51 1.16
152 C -4.47 3.58 1.36
153 H -4.61 5.86 3.88
154 H -2.19 5.88 3.39
155 H -1.24 4.38 1.84
156 H -2.62 2.83 0.44
157 H -5.24 2.98 0.86
158 F -4.55 -0.11 -4.38
159 C -3.48 -0.73 -3.89
160 C -3.70 -1.82 -3.09
161 C -2.58 -2.31 -2.49
162 C -1.30 -1.85 -2.70
163 C -1.11 -0.79 -3.55
164 C -2.22 -0.18 -4.18
165 H -4.69 -2.20 -2.93
166 H -2.73 -3.20 -1.83
167 H -0.44 -2.29 -2.27
168 H -0.20 -0.35 -3.82
169 H -2.15 0.64 -4.90
170 C -1.50 0.26 3.39
171 S -1.08 -0.87 4.61
172 O 0.01 -0.16 5.34
173 C -2.52 -0.59 5.72
174 H -1.45 1.28 3.76
175 H -2.46 0.10 2.96
176 H -0.71 0.20 2.64
177 H -3.44 -1.01 5.42
178 H -2.63 0.47 5.85
179 H -2.19 -1.04 6.65
180 C -4.06 5.87 -2.20
181 S -5.42 4.70 -2.25
182 O -6.19 5.10 -3.50
183 C -4.66 3.13 -2.78
184 H -4.50 6.83 -2.27
185 H -3.36 5.78 -3.03
186 H -3.49 5.74 -1.29
187 H -5.40 2.42 -3.04
188 H -4.13 2.67 -1.92
189 H -3.92 3.34 -3.68
190 C -8.11 -0.39 3.13
191 S -6.95 0.09 4.43
192 O -6.09 -1.04 4.82
193 C -5.94 1.14 3.41
194 H -8.82 -1.17 3.45
195 H -7.52 -0.83 2.28
196 H -8.51 0.56 2.84
197 H -6.50 2.04 2.99
198 H -5.56 0.56 2.55
199 H -5.18 1.56 4.08
200 C 3.06 0.63 5.73
201 S 4.28 -0.47 6.12
202 O 3.65 -1.72 6.55
203 C 5.08 -0.71 4.53
204 H 2.71 1.12 6.68
205 H 2.21 0.19 5.19
206 H 3.67 1.44 5.17
207 H 4.51 -0.31 3.74
208 H 5.19 -1.81 4.37
209 H 5.98 -0.18 4.64
210 C 1.65 -4.28 7.75
211 S 0.35 -3.11 7.37
212 O -0.85 -3.72 7.95
213 C 0.94 -1.88 8.51
214 H 1.60 -4.58 8.78
215 H 2.61 -3.76 7.77
216 H 1.69 -5.17 7.07
217 H 0.05 -1.22 8.64
218 H 1.77 -1.28 8.09
219 H 1.14 -2.45 9.37
220 C 6.46 -3.01 2.39
221 S 6.50 -1.39 1.72
222 O 7.92 -0.97 1.92
223 C 6.45 -1.82 0.03
224 H 6.90 -3.11 3.38
225 H 7.09 -3.71 1.84
226 H 5.35 -3.38 2.36
227 H 7.23 -2.50 -0.11
228 H 6.57 -0.87 -0.47
229 H 5.44 -2.23 -0.22
230 C 0.91 -4.34 2.44
231 S 2.50 -3.66 2.84
232 O 3.15 -3.11 1.62
233 C 1.81 -2.45 3.96
234 H 0.18 -3.57 2.12
235 H 0.61 -4.68 3.38
236 H 1.09 -5.10 1.68
237 H 1.39 -3.00 4.86
238 H 1.09 -1.81 3.49
239 H 2.51 -1.87 4.54
240 C -10.03 3.48 -4.19
241 S -9.49 1.85 -3.77
242 O -10.06 0.78 -4.72
243 C -7.81 2.11 -4.25
244 H -9.60 4.07 -3.45
245 H -11.11 3.50 -4.11
246 H -9.73 3.75 -5.22
247 H -7.37 2.88 -3.70
248 H -7.77 2.32 -5.29
249 H -7.27 1.17 -4.06
250 C 3.64 0.08 -3.95
251 S 2.76 0.08 -5.54
252 O 3.50 -0.86 -6.40
253 C 3.20 1.82 -5.97
254 H 4.64 0.45 -4.02
255 H 3.64 -0.87 -3.35
256 H 3.04 0.76 -3.28
257 H 2.50 2.53 -5.45
258 H 3.22 1.88 -7.04
259 H 4.22 2.06 -5.67

Its total charge is -1. The HOMO energy comes out at -7.08 eV.

Here is an isolated ion of composition C4H6NO3 and charge -1 from the Open Molecules 2025 dataset. Energies are from ωB97M-V/def2-TZVPD.

CARTESIAN COORDINATES (ANGSTROEM)
1 N -1.95 0.06 1.13
2 C -1.15 -0.92 0.57
3 O -1.63 -2.01 0.31
4 C 0.29 -0.58 0.37
5 C 0.52 0.39 -0.79
6 C 2.02 0.77 -0.93
7 O 2.61 0.39 -1.96
8 O 2.46 1.41 0.05
9 H -1.88 1.03 0.89
10 H -2.89 -0.27 1.27
11 H 0.73 -0.09 1.24
12 H 0.85 -1.51 0.22
13 H -0.08 1.30 -0.63
14 H 0.09 0.03 -1.73

As for the energy above the lowest of the compared OMol25 structures with the same formula, charge and spin: 0.304 eV. Its total charge is -1. The HOMO energy comes out at -4.25 eV.

Here is C36H30BrMnN4Se as an isolated structure from the Open Molecules 2025 dataset. Energies are from ωB97M-V/def2-TZVPD.

CARTESIAN COORDINATES (ANGSTROEM)
1 Mn 0.10 -1.51 0.02
2 C -1.37 3.10 2.58
3 C -2.01 1.99 3.12
4 C -2.11 0.81 2.40
5 C -1.56 0.72 1.12
6 C -0.93 1.84 0.57
7 C -0.83 3.01 1.30
8 N -1.54 -0.50 0.41
9 C -2.70 -1.23 0.27
10 C -4.00 -0.73 0.43
11 C -5.10 -1.55 0.20
12 C -4.95 -2.88 -0.19
13 C -3.67 -3.40 -0.35
14 C -2.57 -2.59 -0.12
15 N -1.25 -2.97 -0.22
16 N -0.90 -4.22 -0.47
17 C 0.44 -4.34 -0.42
18 C 1.05 -5.60 -0.63
19 C 2.42 -5.70 -0.59
20 C 3.20 -4.56 -0.34
21 C 2.55 -3.37 -0.13
22 N 1.22 -3.24 -0.16
23 H -1.28 4.01 3.15
24 H -2.43 2.04 4.12
25 H -2.58 -0.06 2.83
26 H -0.50 1.77 -0.42
27 H -0.33 3.87 0.86
28 H -4.14 0.30 0.71
29 H -6.10 -1.13 0.31
30 H -5.82 -3.50 -0.37
31 H -3.51 -4.42 -0.65
32 H 0.41 -6.44 -0.83
33 H 2.89 -6.66 -0.76
34 H 4.28 -4.61 -0.31
35 H 3.10 -2.45 0.07
36 Br -0.23 -2.45 2.89
37 C 0.63 -0.85 3.45
38 C 0.56 -0.55 4.78
39 C 1.19 0.62 5.26
40 C 1.88 1.41 4.41
41 C 1.97 1.11 3.03
42 C 2.72 1.94 2.16
43 C 2.81 1.65 0.84
44 C 2.12 0.54 0.31
45 C 1.35 -0.30 1.09
46 C 1.31 -0.04 2.50
47 H 0.02 -1.20 5.45
48 H 1.12 0.86 6.32
49 H 2.39 2.31 4.77
50 H 3.21 2.81 2.58
51 H 3.38 2.29 0.17
52 H 2.15 0.37 -0.76
53 C 0.60 5.00 -3.52
54 C 0.58 3.50 -3.32
55 C -0.61 2.82 -3.13
56 C -0.64 1.43 -2.95
57 C -1.97 0.76 -2.78
58 C 0.56 0.71 -2.94
59 Se 0.57 -1.19 -2.63
60 C 1.76 1.38 -3.19
61 C 3.07 0.64 -3.31
62 C 1.76 2.76 -3.36
63 H -0.37 5.44 -3.27
64 H 0.84 5.26 -4.55
65 H 1.35 5.47 -2.88
66 H -1.54 3.37 -3.12
67 H -2.79 1.48 -2.86
68 H -2.04 0.26 -1.81
69 H -2.11 -0.02 -3.53
70 H 3.28 0.03 -2.43
71 H 3.89 1.34 -3.47
72 H 3.02 -0.06 -4.15
73 H 2.70 3.28 -3.53

As for the energy above the lowest of the compared OMol25 structures with the same formula, charge and spin: 0.000 eV. Its spin multiplicity is 6. Its total charge is -1. The HOMO energy (spin up / spin down) comes out at -3.36 / -4.29 eV.

Here is C29H65AsBrClCsN5O6Si5 as an isolated structure from the Open Molecules 2025 dataset. Energies are from ωB97M-V/def2-TZVPD.

CARTESIAN COORDINATES (ANGSTROEM)
1 Cs 1.39 -0.22 1.15
2 O 1.90 1.60 5.52
3 Cl 1.51 0.41 4.83
4 O 0.88 -0.51 5.75
5 O 2.67 -0.22 4.23
6 O 0.57 0.73 3.77
7 N -0.72 -2.11 2.83
8 C 0.49 -2.87 3.16
9 C 0.41 -3.54 4.53
10 C 1.62 -4.42 4.91
11 C 1.21 -5.86 5.22
12 N 0.53 -6.38 4.05
13 C -0.44 -7.23 4.05
14 N -1.12 -7.43 2.90
15 N -0.82 -7.94 5.15
16 C 0.76 -3.85 1.99
17 O 0.14 -5.00 2.06
18 O 1.50 -3.52 1.09
19 H -0.84 -1.35 3.49
20 H -1.53 -2.72 2.86
21 H 1.33 -2.17 3.16
22 H -0.50 -4.14 4.56
23 H 0.29 -2.74 5.26
24 H 2.15 -4.00 5.76
25 H 2.34 -4.45 4.08
26 H 0.55 -5.87 6.10
27 H 2.09 -6.47 5.45
28 H 0.46 -5.67 3.10
29 H -0.97 -6.72 2.18
30 H -2.02 -7.88 2.92
31 H -0.17 -7.98 5.92
32 H -1.41 -8.74 5.04
33 C -4.23 -1.04 0.04
34 Si -4.16 0.76 0.57
35 C -4.52 0.83 2.42
36 C -5.54 1.69 -0.31
37 As -1.99 1.51 0.20
38 Si -2.03 2.12 -2.08
39 C -0.27 2.33 -2.63
40 C -2.89 0.76 -3.04
41 C -2.97 3.73 -2.38
42 Si -1.96 3.59 1.30
43 C -3.58 4.56 1.20
44 C -1.61 3.28 3.11
45 C -0.58 4.62 0.56
46 H -5.18 -1.50 0.33
47 H -3.41 -1.60 0.50
48 H -4.11 -1.14 -1.04
49 H -5.47 0.32 2.64
50 H -4.60 1.86 2.78
51 H -3.73 0.34 2.98
52 H -6.51 1.25 -0.06
53 H -5.42 1.64 -1.39
54 H -5.55 2.74 -0.02
55 H 0.30 1.41 -2.46
56 H 0.24 3.13 -2.09
57 H -0.24 2.54 -3.70
58 H -2.30 -0.16 -2.93
59 H -2.93 1.03 -4.10
60 H -3.92 0.59 -2.70
61 H -2.53 4.57 -1.84
62 H -4.02 3.65 -2.10
63 H -2.92 3.97 -3.45
64 H -4.38 4.04 1.73
65 H -3.89 4.73 0.17
66 H -3.44 5.54 1.68
67 H -2.38 2.64 3.56
68 H -1.58 4.22 3.66
69 H -0.65 2.77 3.25
70 H -0.84 4.98 -0.44
71 H 0.35 4.05 0.48
72 H -0.39 5.49 1.19
73 C 0.01 -0.36 -5.46
74 Si -0.08 -1.94 -4.40
75 C -1.68 -2.85 -4.90
76 C 1.27 -3.04 -5.23
77 C -0.03 -1.59 -2.66
78 H -0.01 -0.59 -6.53
79 H 0.93 0.18 -5.24
80 H -0.83 0.31 -5.23
81 H -1.67 -3.18 -5.94
82 H -2.55 -2.21 -4.74
83 H -1.81 -3.74 -4.27
84 H 1.09 -3.20 -6.30
85 H 1.31 -4.02 -4.74
86 H 2.25 -2.58 -5.11
87 H -0.22 -2.38 -1.93
88 H 0.65 -0.82 -2.29
89 Br 6.92 -1.86 -4.12
90 C 5.49 -1.42 -2.94
91 C 5.57 -0.28 -2.17
92 C 4.50 -0.01 -1.32
93 N 3.44 -0.80 -1.21
94 C 3.37 -1.89 -1.98
95 C 4.38 -2.25 -2.86
96 H 6.41 0.39 -2.23
97 H 4.48 0.90 -0.72
98 H 2.47 -2.48 -1.91
99 H 4.29 -3.13 -3.48
100 C 3.66 6.59 -0.13
101 Si 3.38 5.20 -1.38
102 C 2.00 5.77 -2.53
103 C 4.96 5.07 -2.42
104 C 2.98 3.65 -0.58
105 C 2.59 2.62 -0.01
106 H 3.89 7.54 -0.62
107 H 4.47 6.33 0.55
108 H 2.76 6.72 0.48
109 H 2.24 6.72 -3.02
110 H 1.07 5.90 -1.97
111 H 1.81 5.02 -3.30
112 H 5.19 6.02 -2.92
113 H 4.84 4.30 -3.18
114 H 5.80 4.80 -1.78

As for the energy above the lowest of the compared OMol25 structures with the same formula, charge and spin: 1.591 eV. Its total charge is -2. The HOMO energy comes out at -0.44 eV.

| no. | DFT total energy (eV) |
| --- | --- |
| 1 | -273956.61606 |
| 2 | -11880.16489 |
| 3 | -210491.73457 |
| 4 | -234201.20056 |